[1]
Molecular formula: CHO3PS2
Method: DFT, the ωB97M-V functional and the def2-TZVPD basis

Geometry as XYZ:
```
8
Properties=species:S:1:pos:R:3:nbo_charge:R:1
C 3.30352 0.07874 0.57524 0.07
O -0.94560 1.12826 0.07230 -1.26
O 3.42199 -0.36199 1.68837 -0.60
O 1.90890 -0.39790 -1.92818 -1.05
P 1.77393 -0.59471 -0.47480 1.51
S 4.24242 1.08598 -0.33318 -0.35
S 1.38643 -2.47312 0.01805 -0.71
H -1.01673 0.16899 0.00701 0.39
```

Its electronic energy is -1402.145171 Ha. For the energy above the lowest of the compared OMol25 structures with the same formula, charge and spin, the calculation gives 73.79 kcal per mole. As for the total charge: -2. As for the frontier orbital gap (spin up / spin down): 5.9 / 5.8 eV.

[2]
Molecular formula: CHO4PS2
Method: DFT, the ωB97M-V functional and the def2-TZVPD basis

Geometry as XYZ:
```
9
Properties=species:S:1:pos:R:3:nbo_charge:R:1
O -1.91411 0.35723 -0.68582 -1.22
P -1.43487 -0.01936 0.69325 2.49
O -2.20656 0.69032 1.81053 -1.23
O -0.95353 -1.38940 0.94686 -1.22
O 0.23833 0.97762 0.93810 -1.00
S 1.69199 0.43581 0.63002 0.66
C 1.50916 -0.12158 -1.07401 -0.53
S 2.68315 -0.70568 -1.95775 -0.21
H 0.38645 -0.22497 -1.30118 0.27
```

As for the structure (SMILES): O=P([O-])([O-])OSC=S. Its electronic energy is -1477.478862 Ha. For the energy above the lowest of the compared OMol25 structures with the same formula, charge and spin, the calculation gives 0.00 kcal per mole. As for the total charge: -2. As for the frontier orbital gap: 5.4 eV.

[3]
Molecular formula: CHO5S
Method: DFT, the ωB97M-V functional and the def2-TZVPD basis

Geometry as XYZ:
```
8
Properties=species:S:1:pos:R:3:nbo_charge:R:1
O -0.40326 1.69232 -0.90761 -1.00
S -0.89579 0.48247 -0.30548 2.34
O -1.42107 -0.53047 -1.20656 -1.00
O -1.80750 0.71372 0.84934 -1.03
C 0.66268 -0.37510 0.43281 0.08
O 1.11495 -1.39601 -0.37102 -0.26
O 1.87218 -0.24913 -0.12933 -0.28
H 0.87782 -0.33780 1.63786 0.15
```

As for the structure (SMILES): O=S(=O)([O-])C1OO1. Its electronic energy is -813.018022 Ha. For the energy above the lowest of the compared OMol25 structures with the same formula, charge and spin, the calculation gives 118.42 kcal per mole. As for the total charge: -1. As for the frontier orbital gap: 9.2 eV.

[4]
Molecular formula: CHO5S
Method: DFT, the ωB97M-V functional and the def2-TZVPD basis

Geometry as XYZ:
```
8
Properties=species:S:1:pos:R:3:nbo_charge:R:1
O 1.69065 1.34720 0.44345 -0.61
C 1.39876 0.28380 -0.10329 0.68
O 0.54085 -0.61484 0.23701 -0.75
S -1.20362 -0.26591 0.13850 2.53
O -1.58061 -1.53769 -0.39319 -0.97
O -1.17707 0.86124 -0.84935 -0.99
O -1.62099 0.05947 1.45779 -0.96
H 1.95204 -0.13326 -0.93092 0.07
```

As for the structure (SMILES): O=COS(=O)(=O)[O-]. Its electronic energy is -813.178967 Ha. For the energy above the lowest of the compared OMol25 structures with the same formula, charge and spin, the calculation gives 17.42 kcal per mole. As for the total charge: -1. As for the frontier orbital gap: 10.1 eV.

[5]
Molecular formula: CI2OS
Method: DFT, the ωB97M-V functional and the def2-TZVPD basis

Geometry as XYZ:
```
5
Properties=species:S:1:pos:R:3:nbo_charge:R:1
C -0.48320 0.67983 0.10341 0.41
O -0.08700 0.79571 1.19556 -0.48
S 0.66196 -1.18850 -1.04999 -0.28
I -2.20993 1.34437 -0.92678 0.23
I 2.11817 -1.63141 0.67780 0.12
```

Its electronic energy is -1106.866613 Ha. For the energy above the lowest of the compared OMol25 structures with the same formula, charge and spin, the calculation gives 35.63 kcal per mole. As for the frontier orbital gap: 6.6 eV.

[6]
Molecular formula: CI3OP
Method: DFT, the ωB97M-V functional and the def2-TZVPD basis

Geometry as XYZ:
```
6
Properties=species:S:1:pos:R:3:nbo_charge:R:1
C 0.74635 -0.34856 0.58406 -0.54
O -2.05606 -0.53295 2.43291 -0.99
P -2.06538 0.76303 1.80814 1.26
I -2.41136 0.23031 -0.55492 -0.22
I 0.71634 -2.38066 0.26405 0.31
I 1.94136 1.07125 -0.57848 0.18
```

Its electronic energy is -1347.675770 Ha. For the energy above the lowest of the compared OMol25 structures with the same formula, charge and spin, the calculation gives 52.19 kcal per mole. As for the frontier orbital gap: 7.0 eV.

[7]
Molecular formula: CIN3O6
Method: DFT, the ωB97M-V functional and the def2-TZVPD basis

Geometry as XYZ:
```
11
Properties=species:S:1:pos:R:3:nbo_charge:R:1
O 0.48633 2.22448 0.29393 -0.30
N -0.36409 1.42052 0.34665 0.60
O -1.52352 1.38343 0.53430 -0.27
C 0.40338 -0.14841 -0.01469 -0.06
I 2.46678 0.19738 -0.04625 0.34
N -0.20217 -0.30356 -1.36411 0.46
O -0.57937 0.77689 -1.80440 -0.34
O -0.17054 -1.35223 -1.97172 -0.30
N -0.02710 -1.20899 1.08861 0.50
O 0.74579 -1.61937 1.88639 -0.30
O -1.23547 -1.37014 1.05128 -0.33
```

As for the structure (SMILES): O=[N+]([O-])C(I)([N+](=O)[O-])[N+](=O)[O-]. Its electronic energy is -951.136968 Ha. For the energy above the lowest of the compared OMol25 structures with the same formula, charge and spin, the calculation gives 12.51 kcal per mole. As for the frontier orbital gap: 9.1 eV.

[8]
Molecular formula: CIO4S
Method: DFT, the ωB97M-V functional and the def2-TZVPD basis

Geometry as XYZ:
```
7
Properties=species:S:1:pos:R:3:nbo_charge:R:1
C -1.87631 0.93564 -0.08164 0.34
O 1.71072 -0.28812 -1.19083 -0.83
O -1.92582 2.08027 0.06715 -0.59
O 1.08529 -2.29435 0.02662 -0.82
O 1.79404 -0.28791 1.31273 -0.82
S 1.30446 -0.89555 0.05579 2.37
I -4.16114 -0.26574 -0.08837 -0.65
```

Its electronic energy is -1034.971368 Ha. For the energy above the lowest of the compared OMol25 structures with the same formula, charge and spin, the calculation gives 33.09 kcal per mole. As for the total charge: -1. As for the frontier orbital gap (spin up / spin down): 4.2 / 4.2 eV.

[9]
Molecular formula: CLiO2Tl
Method: DFT, the ωB97M-V functional and the def2-TZVPD basis

Geometry as XYZ:
```
5
Properties=species:S:1:pos:R:3:lowdin_charge:R:1
O -2.04530 1.46420 0.12955 0.34
C -1.53118 0.45423 0.16617 0.28
O 1.04504 -0.33221 -0.07164 -0.43
Tl 2.85320 0.01536 -0.26934 1.96
Li -0.32176 -1.60159 0.04526 0.85
```

Its multiplicity is 2. Its electronic energy is -366.964922 Ha. As for the total charge: +3. As for the frontier orbital gap (spin up / spin down): 8.6 / 5.9 eV. As for the expectation value of S²: 0.790.

[10]
Molecular formula: CN2O2S2
Method: DFT, the ωB97M-V functional and the def2-TZVPD basis

Geometry as XYZ:
```
7
Properties=species:S:1:pos:R:3:nbo_charge:R:1
C -2.04415 0.27976 -0.15094 -0.04
N -2.77826 1.05371 -0.61763 -0.23
N 1.77969 0.13549 0.02595 0.55
O 1.22687 0.94132 0.61667 -0.25
O 2.83855 0.06488 -0.51436 -0.29
S -1.20299 -0.75073 0.80768 0.31
S 0.18029 -1.72442 -0.16738 -0.05
```

Its electronic energy is -1094.309156 Ha. For the energy above the lowest of the compared OMol25 structures with the same formula, charge and spin, the calculation gives 31.25 kcal per mole. As for the frontier orbital gap (spin up / spin down): 7.7 / 7.7 eV.

[11]
Molecular formula: CN2O3
Method: DFT, the ωB97M-V functional and the def2-TZVPD basis

Geometry as XYZ:
```
6
Properties=species:S:1:pos:R:3:nbo_charge:R:1
O -0.21110 -1.31598 1.49797 -0.50
C 0.03233 -0.51417 0.65758 0.92
O -0.72816 0.53167 0.45661 -0.33
N -0.45706 1.21992 -0.69388 0.12
N 0.51750 0.64635 -1.25326 0.13
O 0.84648 -0.56779 -0.66502 -0.34
```

As for the structure (SMILES): O=c1onno1. Its electronic energy is -373.222460 Ha. For the energy above the lowest of the compared OMol25 structures with the same formula, charge and spin, the calculation gives 62.82 kcal per mole. As for the frontier orbital gap: 11.8 eV.

[12]
Molecular formula: CN2O3S
Method: DFT, the ωB97M-V functional and the def2-TZVPD basis

Geometry as XYZ:
```
7
Properties=species:S:1:pos:R:3:nbo_charge:R:1
C -1.79247 -0.13698 0.02414 0.35
N -2.89916 -0.43932 0.10010 -0.22
N -0.54015 0.23575 -0.11662 0.21
O 2.94507 -0.66774 0.06901 -0.80
O -0.05790 1.42708 0.01634 -0.40
O 0.48211 -0.67543 -0.11331 -0.47
S 1.86250 0.25663 0.02035 1.33
```

Its electronic energy is -771.302468 Ha. For the energy above the lowest of the compared OMol25 structures with the same formula, charge and spin, the calculation gives 52.45 kcal per mole. As for the frontier orbital gap (spin up / spin down): 8.7 / 7.4 eV.

[13]
Molecular formula: CNO2S2
Method: DFT, the ωB97M-V functional and the def2-TZVPD basis

Geometry as XYZ:
```
6
Properties=species:S:1:pos:R:3:nbo_charge:R:1
C 1.61577 0.24856 0.05798 0.02
N 2.02508 -0.14670 1.04781 -0.51
O -2.40183 -0.20344 -0.90612 -0.89
O -1.12616 -0.79225 1.16047 -0.85
S 1.25022 0.71422 -1.48326 -0.40
S -1.36309 0.17962 0.12312 1.62
```

Its electronic energy is -1039.785489 Ha. For the energy above the lowest of the compared OMol25 structures with the same formula, charge and spin, the calculation gives 9.27 kcal per mole. As for the total charge: -1. As for the frontier orbital gap (spin up / spin down): 7.1 / 7.1 eV.

[14]
Molecular formula: CNO4S
Method: DFT, the ωB97M-V functional and the def2-TZVPD basis

Geometry as XYZ:
```
7
Properties=species:S:1:pos:R:3:nbo_charge:R:1
O -2.26325 -0.76283 -0.20686 -0.47
N -1.20603 -0.27014 0.11992 0.73
O -1.05717 0.43118 1.08518 -0.45
O -0.18426 -0.53865 -0.61810 -0.45
C 1.25940 0.35873 -0.18945 0.50
O 1.07285 1.50731 -0.37188 -0.57
S 2.37846 -0.72561 0.18119 -0.28
```

As for the structure (SMILES): O=[N+]([O-])OC([O-])=S. Its electronic energy is -791.971581 Ha. For the energy above the lowest of the compared OMol25 structures with the same formula, charge and spin, the calculation gives 65.59 kcal per mole. As for the total charge: -1. As for the frontier orbital gap: 8.3 eV.

[15]
Molecular formula: COS3
Method: DFT, the ωB97M-V functional and the def2-TZVPD basis

Geometry as XYZ:
```
5
Properties=species:S:1:pos:R:3:nbo_charge:R:1
C -0.19117 -0.16292 0.24967 0.01
O 0.03212 0.97516 -0.35052 -0.62
S -0.82959 -0.24907 1.77250 0.13
S 0.10825 -1.85129 0.05753 0.05
S 0.88039 1.28812 -1.72918 0.42
```

Its electronic energy is -1307.778232 Ha. For the energy above the lowest of the compared OMol25 structures with the same formula, charge and spin, the calculation gives 45.54 kcal per mole. As for the frontier orbital gap (spin up / spin down): 7.3 / 5.4 eV.

[16]
Molecular formula: Ca2H16N3O17
Method: DFT, the ωB97M-V functional and the def2-TZVPD basis

Geometry as XYZ:
```
38
Properties=species:S:1:pos:R:3:nbo_charge:R:1
Ca -8.72355 -15.59785 -4.93979 1.89
Ca -11.06614 -14.46914 -10.28465 1.02
N -9.07662 -12.13518 -5.80162 0.72
O -8.99054 -11.31165 -4.86231 -0.46
O -8.64270 -13.27637 -5.75404 -0.72
O -9.48789 -11.79182 -6.88224 -0.48
N -7.69771 -15.14405 -8.40362 0.74
O -6.63383 -14.71663 -8.82628 -0.43
O -8.66368 -15.13259 -9.20958 -0.63
O -7.76409 -15.60746 -7.27509 -0.66
N -10.62661 -18.11536 -9.55231 0.73
O -11.04308 -18.89377 -10.37208 -0.43
O -9.82544 -18.60118 -8.69248 -0.57
O -10.95822 -16.93079 -9.64006 -0.68
O -5.48729 -12.01308 -9.36637 -0.93
H -6.36706 -11.78540 -9.06572 0.47
H -5.32895 -11.42991 -10.10871 0.46
O -5.72070 -12.87070 -6.64289 -0.93
H -5.63134 -11.93599 -6.45697 0.47
H -6.62841 -13.07450 -6.41757 0.46
O -7.43832 -17.48477 -5.14160 -1.03
H -7.04074 -17.49670 -6.01225 0.53
H -7.20969 -18.33309 -4.76173 0.52
O -10.95965 -13.96538 -8.01758 -1.03
H -11.75141 -14.04747 -7.48596 0.49
H -10.39271 -13.38039 -7.51499 0.52
O -7.64014 -17.35182 -11.43199 -0.93
H -8.52274 -17.47319 -11.78199 0.46
H -7.77645 -17.10816 -10.51641 0.47
O -6.83950 -14.09121 -11.60901 -0.96
H -7.48136 -14.71617 -11.27185 0.47
H -6.12137 -14.12013 -10.97681 0.49
O -5.93348 -17.98388 -9.32336 -0.93
H -5.65967 -18.49913 -8.56456 0.45
H -5.69085 -17.08456 -9.10298 0.48
O -10.04024 -17.02366 -6.36900 -1.05
H -9.79515 -17.43155 -7.19954 0.54
H -10.95748 -16.77568 -6.48488 0.49
```

Its multiplicity is 2. Its electronic energy is -2807.878265 Ha. As for the frontier orbital gap (spin up / spin down): 2.6 / 6.6 eV. As for the expectation value of S²: 0.750.

[17]
Molecular formula: Ca2H2O2Rb
Method: DFT, the ωB97M-V functional and the def2-TZVPD basis

Geometry as XYZ:
```
7
Properties=species:S:1:pos:R:3:nbo_charge:R:1
Rb 2.23684 -2.63153 0.98490 1.00
Ca 0.95034 1.41471 0.51448 1.92
Ca -1.45924 -0.68168 -1.06666 1.92
O -0.02375 -0.61668 0.71003 -1.43
H -0.28054 -0.93472 1.58157 0.50
O -0.59639 1.36154 -1.06509 -1.43
H -0.82726 2.08836 -1.65924 0.52
```

Its electronic energy is -1530.124160 Ha. For the energy above the lowest of the compared OMol25 structures with the same formula, charge and spin, the calculation gives 0.00 kcal per mole. As for the total charge: +3. As for the frontier orbital gap: 10.6 eV.

[18]
Molecular formula: Ca2HgI
Method: DFT, the ωB97M-V functional and the def2-TZVPD basis

Geometry as XYZ:
```
4
Properties=species:S:1:pos:R:3:nbo_charge:R:1
Hg -0.38535 1.40217 2.67981 0.94
Ca 1.44503 1.35853 -1.65933 1.93
Ca -1.08151 -2.46104 -1.37429 1.94
I 0.02184 -0.29968 0.35382 -0.81
```

Its multiplicity is 2. Its electronic energy is -1804.618632 Ha. For the energy above the lowest of the compared OMol25 structures with the same formula, charge and spin, the calculation gives 4.51 kcal per mole. As for the total charge: +4. As for the frontier orbital gap (spin up / spin down): 7.4 / 8.4 eV. As for the expectation value of S²: 0.752.

[19]
Molecular formula: Ca7O8P2
Method: DFT, the ωB97M-V functional and the def2-TZVPD basis

Geometry as XYZ:
```
17
Properties=species:S:1:pos:R:3:lowdin_charge:R:1
Ca -8.10923 -2.48164 -11.21357 1.63
Ca -5.36428 -4.73477 -11.98323 1.72
Ca -7.43716 -8.43903 -15.16757 1.80
Ca -3.78002 -6.53808 -15.04125 1.79
Ca -6.52985 -3.32210 -17.48808 1.90
Ca -9.33927 -3.44185 -14.36289 1.66
Ca -8.60639 -6.47242 -11.97707 1.65
P -10.36171 -3.94181 -11.59802 -0.18
O -9.39927 -3.88409 -10.46269 -0.40
O -11.75922 -4.32445 -11.27280 0.07
O -9.86479 -4.78756 -12.72767 -0.64
O -10.20570 -2.61823 -12.27655 -0.42
P -6.96023 -5.11724 -14.22326 0.02
O -7.63986 -6.50254 -14.22867 -0.63
O -7.47613 -4.27242 -12.98592 -0.66
O -7.27678 -4.19041 -15.45011 -0.57
O -5.40629 -5.43490 -14.09335 -0.73
```

Its electronic energy is -6023.670533 Ha. As for the total charge: +8. As for the frontier orbital gap: 2.1 eV.

[20]
Molecular formula: CaH12N2O12
Method: DFT, the ωB97M-V functional and the def2-TZVPD basis

Geometry as XYZ:
```
27
Properties=species:S:1:pos:R:3:nbo_charge:R:1
Ca -0.07973 -0.04191 0.30573 1.82
N 3.25917 -0.29892 -1.04717 0.74
O 4.30570 0.33828 -0.81414 -0.57
O 2.19885 0.07863 -0.59510 -0.67
O 3.28792 -1.23136 -1.76714 -0.46
N 0.06585 -1.00409 -3.10278 0.73
O -0.71326 -1.58851 -3.85307 -0.50
O 0.72586 -0.04954 -3.49942 -0.50
O -0.07938 -1.13915 -1.86458 -0.70
O -1.28092 -2.21972 0.78509 -0.97
H -2.08923 -2.53758 1.18738 0.49
H -0.82817 -3.01248 0.49738 0.50
O 0.50122 2.13413 1.40886 -0.98
H -0.07243 2.69175 1.93442 0.48
H 1.31349 2.63403 1.32798 0.51
O -0.30973 1.79010 -1.19157 -0.97
H -0.42368 2.06362 -2.10175 0.52
H -0.35396 2.60365 -0.68916 0.47
O 1.26599 -1.16752 1.92279 -0.98
H 1.74997 -1.97762 1.76236 0.51
H 1.79640 -0.69398 2.56362 0.50
O -2.78580 0.37149 -0.44238 -0.95
H -3.50163 -0.18797 -0.74374 0.49
H -3.21435 1.04797 0.08198 0.47
O -1.36633 0.46229 2.31743 -0.97
H -2.26836 0.16333 2.43232 0.49
H -1.10356 0.77104 3.18453 0.50
```

Its electronic energy is -1697.063337 Ha. For the energy above the lowest of the compared OMol25 structures with the same formula, charge and spin, the calculation gives 21.51 kcal per mole. As for the frontier orbital gap: 5.7 eV.